No. 1
# C4H7NO

A 2-piece molecular cluster, C4H7NO overall in a non-equilibrium geometry (ωB97M-V/def2-TZVPD, the OMol25 dataset).

Structure (XYZ):
```
13
Properties=species:S:1:pos:R:3:nbo_charge:R:1
C 0.045 3.788 0.153 0.470
C -1.044 1.225 -0.014 0.156
C 0.830 -0.227 -0.408 -0.593
C -0.585 -0.241 0.090 -0.431
N -0.845 2.056 0.894 -0.608
O -0.588 4.180 -0.696 -0.550
H -1.585 1.593 -0.812 0.178
H 0.747 0.127 -1.412 0.206
H 1.210 -1.162 -0.518 0.209
H 1.338 0.320 0.266 0.209
H -0.712 -0.433 1.285 0.192
H -1.144 -0.925 -0.454 0.212
H -0.371 1.704 1.826 0.352
```

Values from the calculation:
**Highest occupied orbital energy**: -9.28 eV
**Electronic energy**: -7796.62544 eV
**Charge**: 0
**Lowest unoccupied orbital energy**: 0.0341 Ha
**F_max**: 4.16 eV Å⁻¹
**Energy above the lowest of the compared OMol25 structures with the same formula, charge and spin**: 69.6 kcal per mole
**Frontier orbital gap**: 10.205 eV

---

No. 2
# C61H39CaCl4IN8O

C61H39CaCl4IN8O as an isolated structure in a non-equilibrium geometry (ωB97M-V/def2-TZVPD, the OMol25 dataset).

Structure (XYZ):
```
115
Properties=species:S:1:pos:R:3:mulliken_charge:R:1
Ca 0.468 -0.101 -0.036 2.807
Cl -1.167 -0.860 -9.655 -0.223
C -0.680 -0.738 -8.004 0.474
C 0.017 0.420 -7.623 -1.187
C 0.451 0.552 -6.318 -0.230
C 0.229 -0.466 -5.347 0.845
C -0.427 -1.648 -5.802 -0.292
C -0.883 -1.771 -7.094 -1.003
C 0.553 -0.348 -3.882 0.927
C 0.524 -1.550 -3.064 -0.334
C 1.063 -2.807 -3.493 -1.794
C 0.629 -3.725 -2.573 -0.816
C -0.095 -3.017 -1.538 -0.080
C -0.840 -3.714 -0.530 1.348
C -0.891 -5.211 -0.468 -0.861
C -1.583 -5.976 -1.424 0.121
C -1.603 -7.360 -1.322 -0.807
C -0.905 -8.014 -0.309 0.400
Cl -0.920 -9.770 -0.340 -0.220
C -0.216 -7.266 0.666 -0.853
C -0.208 -5.898 0.564 0.040
C -1.683 -2.872 0.290 -0.191
N -1.422 -1.584 0.686 0.497
C -2.527 -1.165 1.458 0.186
C -2.606 0.097 2.035 -0.835
C -5.203 0.219 2.330 -0.600
C -5.909 0.585 1.150 -0.260
C -7.169 0.081 0.869 -0.724
C -7.785 -0.784 1.752 0.319
Cl -9.369 -1.415 1.464 -0.222
C -7.161 -1.091 2.962 -0.771
C -5.902 -0.566 3.254 -0.136
C -0.943 1.913 1.641 -0.417
C -1.097 3.222 2.199 -1.062
C -0.600 4.087 1.254 -1.407
C -0.112 3.303 0.134 -0.213
N -0.391 1.971 0.422 -0.077
C 0.699 3.752 -0.958 0.726
C 1.043 2.758 -1.960 -0.114
C 1.916 2.955 -3.072 -0.885
C 1.855 1.831 -3.860 -1.768
C 0.979 0.901 -3.245 0.256
N 0.581 1.412 -2.014 -0.071
C 1.398 5.070 -0.946 -0.226
C 1.940 5.630 0.216 0.198
C 2.525 6.905 0.220 -1.323
C 2.834 7.484 -0.989 0.450
Cl 3.686 9.019 -1.007 -0.231
C 2.413 6.915 -2.181 -0.793
C 1.580 5.807 -2.141 -0.445
C -3.479 -2.258 1.547 -0.998
C -2.968 -3.297 0.801 -1.486
N 0.007 -1.657 -1.804 -0.479
H 0.123 1.245 -8.336 0.370
H 0.880 1.520 -6.009 0.379
H -0.585 -2.480 -5.117 0.329
H -1.391 -2.681 -7.417 0.391
H 1.532 -2.987 -4.464 0.723
H 0.725 -4.809 -2.677 0.564
H -2.083 -5.494 -2.282 0.444
H -2.182 -7.970 -2.020 0.368
H 0.241 -7.786 1.509 0.389
H 0.339 -5.305 1.320 0.421
H -5.481 1.262 0.396 0.379
H -7.703 0.362 -0.048 0.366
H -7.698 -1.736 3.665 0.358
H -5.426 -0.864 4.201 0.417
H -1.442 3.455 3.204 0.541
H -0.566 5.151 1.334 0.738
H 2.420 3.863 -3.322 0.788
H 2.429 1.641 -4.753 0.812
H 1.985 5.068 1.158 0.606
H 2.839 7.465 1.117 0.387
H 2.758 7.387 -3.135 0.358
H 1.030 5.495 -3.041 0.724
H -4.383 -2.309 2.127 0.533
H -3.458 -4.243 0.523 0.482
C 4.898 -1.706 -1.000 -0.650
C 5.267 -2.316 0.214 -0.756
C 4.432 -2.059 1.298 -0.792
C 3.361 -1.157 1.192 0.280
N 3.015 -0.591 0.005 0.450
C 3.786 -0.869 -1.073 -0.565
C 2.643 -0.801 2.402 0.544
C 3.341 -0.971 3.631 -1.124
C 2.648 -0.736 4.782 -1.315
C 1.368 -0.244 4.721 -1.196
C 0.692 -0.071 3.482 0.378
N 1.362 -0.346 2.329 1.300
C -0.669 0.353 3.528 0.452
C -1.290 0.505 4.725 -0.162
C -2.642 0.939 4.958 -1.287
C -3.694 1.003 4.126 -1.086
C -3.818 0.792 2.640 1.458
N -1.348 0.716 2.290 1.916
H 5.452 -1.897 -1.937 0.407
H 6.124 -2.985 0.275 0.438
H 4.537 -2.642 2.213 0.579
H 3.504 -0.399 -2.014 0.380
H 4.405 -1.260 3.627 0.631
H 3.063 -0.918 5.781 0.412
H 0.901 0.107 5.642 0.364
H -0.796 0.097 5.615 0.318
H -2.902 1.217 5.998 0.297
H -4.642 1.280 4.622 0.541
H -3.861 1.792 2.105 0.285
N 4.489 2.740 1.086 -0.267
C 3.425 2.867 1.927 0.373
O 2.298 2.478 1.631 0.445
C 3.892 3.481 3.245 -1.575
I 2.431 3.947 4.733 -0.004
H 4.390 2.213 0.238 0.193
H 5.391 3.082 1.328 0.189
H 4.466 4.404 3.036 0.544
H 4.532 2.749 3.751 0.581
```

Values from the calculation:
**Highest occupied orbital energy (alpha / beta)**: -6.01 / -6.06 eV
**Electronic energy**: -154488.00370 eV
**Charge**: 0
**Lowest unoccupied orbital energy (alpha / beta)**: -0.0376 / -0.0288 Ha
**F_max**: 3.27 eV Å⁻¹
**Frontier orbital gap (alpha / beta)**: 4.988 / 5.277 eV

---

No. 3
# C5H12O2PS

An isolated ion of composition C5H12O2PS and charge -1 in a non-equilibrium geometry (ωB97M-V/def2-TZVPD, the OMol25 dataset).

Structure (XYZ):
```
21
Properties=species:S:1:pos:R:3:nbo_charge:R:1
C 2.741 1.200 -0.829 -0.611
C 1.283 1.284 -0.351 -0.389
C 0.609 -0.112 -0.389 -0.532
C 1.036 -1.063 0.673 -0.633
P -1.399 0.033 -0.485 1.901
O -1.943 1.307 -0.053 -1.168
S -1.988 -0.502 -2.342 -0.850
O -1.898 -1.115 0.638 -0.836
C -3.179 -0.856 1.116 -0.240
H 3.379 0.542 -0.291 0.191
H 2.716 0.767 -1.780 0.197
H 3.159 2.170 -1.007 0.196
H 0.763 2.062 -1.075 0.220
H 1.262 1.649 0.668 0.193
H 0.803 -0.517 -1.414 0.226
H 0.538 -2.158 0.504 0.220
H 2.101 -1.223 0.803 0.189
H 0.570 -0.950 1.661 0.217
H -3.286 -0.143 1.981 0.159
H -3.499 -1.781 1.703 0.153
H -3.766 -0.592 0.268 0.197
```

Values from the calculation:
**Highest occupied orbital energy**: -3.75 eV
**Electronic energy**: -29601.34822 eV
**Charge**: -1
**Lowest unoccupied orbital energy**: 0.1313 Ha
**F_max**: 4.12 eV Å⁻¹
**Energy above the lowest of the compared OMol25 structures with the same formula, charge and spin**: 8.4 kcal per mole
**Frontier orbital gap**: 7.321 eV

---

- F_max of number 3 (C5H12O2PS)?
  4.12 eV Å⁻¹

---

- electronic energy of number 1 (C4H7NO)?
  -7796.62544 eV

---

- Look up the F_max of the second one.
  3.27 eV Å⁻¹